A:
Entry from the OMol25 dataset: a gas-phase ion, C5H13N2 (charge +1) (ωB97M-V/def2-TZVPD).

Geometry as XYZ:
```
20
C5H13N2 ωB97M-V/def2-TZVPD
C 1.406 -1.985 -0.600
C 0.363 -1.181 -0.561
N -0.134 -0.651 -1.854
C -0.407 -0.619 0.578
C -0.009 0.830 0.857
C -0.684 1.391 2.099
N -0.288 1.625 -0.389
H 1.875 -2.316 -1.510
H 1.749 -2.317 0.379
H 0.610 -0.673 -2.549
H -1.023 -1.019 -2.192
H -0.318 0.374 -1.671
H -1.473 -0.655 0.336
H -0.252 -1.237 1.458
H 1.068 0.854 1.062
H -1.761 1.472 1.966
H -0.521 0.704 2.920
H -0.239 2.345 2.354
H -1.126 2.172 -0.176
H 0.417 2.361 -0.401
```

As for the net charge: +1. Its highest occupied orbital energy is -14.23 eV. The LUMO energy is -3.04 eV.

=====

B:
Entry from the OMol25 dataset: a gas-phase ion, C5H13N2 (charge +1) (ωB97M-V/def2-TZVPD).

Geometry as XYZ:
```
20
C5H13N2 ωB97M-V/def2-TZVPD
C 1.812 1.850 -0.736
C 1.429 0.615 -0.378
N 1.434 -0.445 -1.365
C 0.410 0.521 0.742
C -0.625 -0.609 0.556
C -1.719 -0.775 1.608
N -1.294 -0.478 -0.793
H 1.769 2.641 0.001
H 2.451 2.001 -1.601
H 1.721 -1.347 -1.008
H 2.075 -0.195 -2.109
H 0.998 0.441 1.672
H -0.071 1.506 0.837
H -0.026 -1.503 0.442
H -2.379 0.101 1.631
H -2.344 -1.642 1.369
H -1.341 -1.105 2.589
H -0.516 -0.219 -1.440
H -2.186 0.018 -0.830
H -1.596 -1.378 -1.186
```

As for the net charge: +1. Its highest occupied orbital energy is -12.75 eV. The LUMO energy is -3.25 eV.

=====

C:
Entry from the OMol25 dataset: 2 unconnected molecules or ions with the total composition C5H13N2 (ωB97M-V/def2-TZVPD).

Geometry as XYZ:
```
20
C5H13N2 ωB97M-V/def2-TZVPD
C 0.594 0.328 -2.366
C -0.226 -0.707 -2.454
N 0.486 1.272 -1.202
H 1.257 0.721 -3.123
H -0.177 -1.251 -3.390
H -0.725 -1.088 -1.576
H 0.169 0.754 -0.334
H 1.365 1.738 -0.987
H -0.243 1.974 -1.341
C -2.007 -0.600 0.823
C -0.522 -0.704 1.070
C 0.166 0.124 1.877
N 1.511 -0.001 2.273
H -2.478 -0.069 1.654
H -2.232 -0.044 -0.087
H -2.489 -1.579 0.838
H 0.007 -1.573 0.666
H -0.385 0.866 2.446
H 2.078 0.783 1.979
H 1.914 -0.864 1.928
```

As for the net charge: +1. Its highest occupied orbital energy is -12.59 eV. The LUMO energy is -3.61 eV.

=====

D:
Entry from the OMol25 dataset: a gas-phase ion, C5H13N2 (charge +1) (ωB97M-V/def2-TZVPD).

Geometry as XYZ:
```
20
C5H13N2 ωB97M-V/def2-TZVPD
C -0.793 -0.832 -1.171
C -0.611 -0.027 0.187
N -1.713 -0.547 0.917
C -0.517 1.541 -0.064
C 1.054 1.383 0.086
C 0.841 -0.007 0.728
N 1.563 -1.177 0.129
H -0.904 -1.932 -0.801
H -0.115 -0.663 -2.011
H -1.635 -0.415 -1.636
H -1.730 -0.047 1.776
H -2.605 -0.516 0.499
H -0.815 2.165 0.830
H -0.776 1.910 -0.939
H 1.311 1.482 -0.956
H 1.408 2.252 0.687
H 0.851 -0.143 1.751
H 2.486 -1.086 -0.228
H 0.946 -1.474 -0.590
H 1.755 -1.869 0.807
```

As for the net charge: +1. Its highest occupied orbital energy is -13.24 eV. The LUMO energy is -3.32 eV.

=====

List of relative energies, unit kcal/mol: A 0.0; B 10.8; C 35.6; D 47.4

=====

A:
Entry from the OMol25 dataset: a gas-phase ion, C5H13N2 (charge +1) (ωB97M-V/def2-TZVPD).

Geometry as XYZ:
```
20
C5H13N2 ωB97M-V/def2-TZVPD
C -0.753 1.419 2.853
C -0.997 1.052 1.597
C -0.815 -0.192 0.799
C 0.132 0.014 -0.378
N 1.551 -0.430 0.059
C -0.343 -0.673 -1.721
N 0.753 -0.491 -2.652
H -0.206 0.744 3.491
H -1.167 2.302 3.338
H -1.602 1.777 1.047
H -1.849 -0.418 0.408
H -0.480 -1.137 1.351
H 0.205 1.077 -0.614
H 2.243 0.351 0.012
H 1.549 -0.749 1.034
H 1.892 -1.264 -0.403
H -1.332 -0.302 -2.068
H -0.544 -1.751 -1.659
H 0.549 0.003 -3.514
H 1.215 -1.332 -2.979
```

As for the net charge: +1. Its highest occupied orbital energy is -13.38 eV. The LUMO energy is -3.39 eV.

=====

B:
Entry from the OMol25 dataset: a gas-phase ion, C5H13N2 (charge +1) (ωB97M-V/def2-TZVPD).

Geometry as XYZ:
```
20
C5H13N2 ωB97M-V/def2-TZVPD
C -0.237 1.532 -0.647
C -0.242 0.061 -0.215
C -1.645 -0.350 0.240
C 0.211 -0.844 -1.372
C 0.782 -0.160 0.912
N 1.942 0.445 0.793
N 0.566 -0.945 1.951
H -0.231 2.201 0.211
H -1.141 1.736 -1.214
H 0.605 1.768 -1.292
H -2.346 -0.172 -0.570
H -1.970 0.239 1.094
H -1.696 -1.409 0.480
H 0.092 -1.894 -1.113
H 1.249 -0.670 -1.640
H -0.406 -0.640 -2.242
H 2.115 1.052 0.005
H 2.700 0.312 1.447
H 1.275 -1.120 2.650
H -0.332 -1.386 2.078
```

As for the net charge: +1. Its highest occupied orbital energy is -15.73 eV. The LUMO energy is -3.14 eV.

=====

List of relative energies, unit kcal/mol: A 55.9; B 0.0

=====

A:
Entry from the OMol25 dataset: a gas-phase ion, C5H13N2 (charge +1) (ωB97M-V/def2-TZVPD).

Geometry as XYZ:
```
20
C5H13N2 ωB97M-V/def2-TZVPD
C -2.519 -0.574 -0.361
C -1.970 0.654 0.171
N -0.821 1.017 0.359
N 0.603 0.220 0.115
C 0.995 -1.335 -0.024
C 1.185 0.534 1.432
C 1.257 0.837 -1.049
H -1.932 -0.893 -1.331
H -2.607 -1.367 0.342
H -3.580 -0.410 -0.767
H -2.615 1.445 0.239
H 0.581 -1.872 0.733
H 0.863 -1.683 -1.052
H 2.066 -1.341 -0.117
H 0.542 -0.053 2.093
H 2.286 0.330 1.322
H 1.193 1.620 1.777
H 1.026 0.242 -1.957
H 1.059 1.953 -1.018
H 2.388 0.675 -0.907
```

As for the net charge: +1. Its highest occupied orbital energy is -15.12 eV. The LUMO energy is -3.16 eV.

=====

B:
Entry from the OMol25 dataset: a gas-phase ion, C5H13N2 (charge +1) (ωB97M-V/def2-TZVPD).

Geometry as XYZ:
```
20
C5H13N2 ωB97M-V/def2-TZVPD
N 2.036 1.335 0.940
C 0.998 0.423 1.368
C -0.149 0.507 0.362
C -1.286 -0.440 0.545
C -1.639 -0.966 -0.876
C -0.333 -1.141 -1.627
N 0.396 0.350 -1.044
H 2.910 1.011 1.393
H 1.801 2.127 1.494
H 0.565 0.540 2.343
H 1.367 -0.685 1.294
H -0.593 1.492 0.291
H -2.079 0.044 0.993
H -1.072 -1.309 1.320
H -2.284 -0.216 -1.419
H -2.283 -1.835 -0.792
H 0.282 -1.832 -1.283
H -0.243 -1.017 -2.746
H 1.458 0.404 -1.001
H 0.149 1.205 -1.553
```

As for the net charge: +1. Its highest occupied orbital energy is -14.51 eV. The LUMO energy is -2.91 eV.

=====

List of relative energies, unit kcal/mol: A 68.1; B 0.0

=====

A:
Entry from the OMol25 dataset: a gas-phase ion, C5H13N2 (charge +1) (ωB97M-V/def2-TZVPD).

Geometry as XYZ:
```
20
C5H13N2 ωB97M-V/def2-TZVPD
C -0.612 -1.654 2.107
C -0.497 -0.606 1.054
N 0.673 0.163 1.313
C -0.653 -0.964 -0.426
C -0.631 0.178 -1.429
C 0.502 0.793 -1.874
N 0.940 2.073 -1.484
H 0.169 -2.470 1.928
H -0.513 -1.156 3.011
H -1.556 -2.348 2.007
H -1.367 0.108 1.236
H 0.782 0.898 0.545
H 0.542 0.662 2.168
H 1.524 -0.364 1.389
H 0.306 -1.649 -0.581
H -1.508 -1.671 -0.583
H -1.544 0.608 -1.751
H 1.216 0.034 -2.282
H 0.433 2.861 -1.740
H 1.572 2.355 -0.741
```

As for the net charge: +1. Its highest occupied orbital energy is -11.87 eV. The LUMO energy is -3.80 eV.

=====

B:
Entry from the OMol25 dataset: a gas-phase ion, C5H13N2 (charge +1) (ωB97M-V/def2-TZVPD).

Geometry as XYZ:
```
20
C5H13N2 ωB97M-V/def2-TZVPD
C -2.891 0.207 0.606
N -1.670 -0.552 0.995
C -0.780 -0.873 -0.029
C 0.513 -1.241 0.137
C 1.598 -0.865 -0.827
C 2.146 0.595 -0.744
N 1.246 1.398 0.160
H -3.674 -0.295 0.044
H -2.600 1.108 0.060
H -3.301 0.511 1.564
H -1.984 -1.299 1.609
H -1.053 -0.426 -0.998
H 0.725 -1.781 1.054
H 2.506 -1.467 -0.842
H 1.167 -1.090 -1.807
H 2.024 1.035 -1.723
H 3.160 0.496 -0.379
H 0.336 0.895 0.010
H 1.306 1.255 1.170
H 1.226 2.388 -0.060
```

As for the net charge: +1. Its highest occupied orbital energy is -12.24 eV. The LUMO energy is -3.30 eV.

=====

C:
Entry from the OMol25 dataset: a gas-phase ion, C5H13N2 (charge +1) (ωB97M-V/def2-TZVPD).

Geometry as XYZ:
```
20
C5H13N2 ωB97M-V/def2-TZVPD
C 3.126 -0.354 0.694
C 1.621 -0.226 0.864
C 0.924 0.194 -0.440
C -0.579 0.245 -0.358
N -1.088 1.585 0.053
C -1.350 -0.826 -0.506
N -2.719 -0.899 -0.465
H 3.592 0.612 0.480
H 3.350 -0.969 -0.178
H 3.632 -0.730 1.580
H 1.189 -1.199 1.111
H 1.408 0.419 1.724
H 1.159 -0.606 -1.149
H 1.395 1.064 -0.905
H -1.731 1.516 0.841
H -0.294 2.122 0.384
H -1.502 2.113 -0.720
H -0.867 -1.737 -0.799
H -3.194 -1.579 -1.036
H -3.223 -0.026 -0.514
```

As for the net charge: +1. Its highest occupied orbital energy is -12.95 eV. The LUMO energy is -3.70 eV.

=====

D:
Entry from the OMol25 dataset: a gas-phase ion, C5H13N2 (charge +1) (ωB97M-V/def2-TZVPD).

Geometry as XYZ:
```
20
C5H13N2 ωB97M-V/def2-TZVPD
C -0.189 2.105 -0.116
C 0.220 0.845 -0.042
C 1.839 0.374 -0.068
N 1.869 -1.077 0.198
N -0.559 -0.404 -0.034
C -1.370 -0.652 1.197
C -1.407 -0.558 -1.252
H -1.238 2.493 -0.265
H 0.460 2.903 -0.023
H 2.330 0.416 -0.968
H 2.518 1.087 0.643
H 1.865 -1.180 1.209
H 2.752 -1.445 -0.152
H 0.259 -1.045 -0.285
H -2.460 -0.305 1.271
H -1.428 -1.705 1.285
H -0.815 -0.036 2.052
H -2.053 -1.278 -0.999
H -1.960 0.272 -1.681
H -0.632 -0.810 -1.970
```

As for the net charge: +1. Its highest occupied orbital energy is -14.36 eV. The LUMO energy is -2.78 eV.

=====

List of relative energies, unit kcal/mol: A 75.6; B 23.5; C 0.0; D 49.1

=====

A:
Entry from the OMol25 dataset: C4H9NO2 in the gas phase (ωB97M-V/def2-TZVPD).

Geometry as XYZ:
```
16
C4H9NO2 ωB97M-V/def2-TZVPD
C 0.307 -0.916 2.337
C 1.178 -0.551 1.129
N 0.480 -0.625 -0.195
C -0.512 0.313 -0.495
O -0.745 1.250 0.233
O -1.136 0.148 -1.706
C -0.978 1.242 -2.628
H 0.039 -1.981 2.357
H 0.828 -0.707 3.280
H -0.605 -0.319 2.311
H 1.562 0.461 1.202
H 2.046 -1.236 1.092
H 0.338 -1.602 -0.269
H -1.655 1.074 -3.472
H -1.199 2.216 -2.179
H 0.054 1.233 -2.997
```

As for the net charge: 0. Its highest occupied orbital energy is -9.89 eV. The LUMO energy is 0.96 eV.

=====

B:
Entry from the OMol25 dataset: C4H9NO2 in the gas phase (ωB97M-V/def2-TZVPD).

Geometry as XYZ:
```
16
C4H9NO2 ωB97M-V/def2-TZVPD
C 2.066 0.673 -0.270
O 1.234 -0.087 0.588
C -0.037 0.205 1.151
C -1.045 -0.302 0.155
C -1.177 -1.790 0.024
N -1.572 0.455 -0.724
O -1.224 1.793 -0.492
H 2.191 0.145 -1.227
H 1.775 1.703 -0.501
H 3.053 0.698 0.206
H -0.212 1.246 1.438
H -0.115 -0.399 2.066
H -1.751 -2.255 0.836
H -0.162 -2.200 0.063
H -1.631 -2.055 -0.932
H -1.440 2.220 -1.328
```

As for the net charge: 0. Its highest occupied orbital energy is -9.46 eV. The LUMO energy is 0.94 eV.

=====

List of relative energies, unit kcal/mol: A 0.0; B 58.3